# 1
DFT (wB97M-V/def2-TZVPD) results for a single C17H21N3O5S molecule.

Geometry (Å):
C 5.8349 0.9915 -2.0384
H 6.1776 0.4783 -1.1347
H 5.5629 2.0225 -1.7918
H 6.6358 0.9966 -2.7757
O 4.7662 0.3062 -2.6487
C 3.6181 0.1407 -1.9532
C 3.3907 0.6010 -0.6651
C 2.1698 0.3760 -0.0405
C 1.1896 -0.3100 -0.7156
C 1.3845 -0.7828 -2.0047
C 2.5954 -0.5687 -2.6381
O 2.9076 -0.9816 -3.8881
C 1.9384 -1.7029 -4.6133
H 1.0395 -1.1032 -4.7864
H 2.4057 -1.9392 -5.5677
H 1.6636 -2.6304 -4.1022
H 0.5763 -1.3197 -2.4705
S -0.4006 -0.5865 0.0295
O -0.3610 -0.1864 1.4078
O -0.8415 -1.9304 -0.2492
N -1.3521 0.4455 -0.8968
C -1.2399 1.8184 -0.4520
H -0.1857 2.0900 -0.4825
H -1.6092 1.9543 0.5686
H -1.8017 2.4595 -1.1284
C -2.6955 -0.0191 -1.1960
H -2.6054 -1.0465 -1.5508
H -3.1116 0.6155 -1.9823
C -3.5984 0.0477 0.0400
O -4.4115 0.9339 0.2074
N -3.3877 -0.9611 0.9074
H -2.6054 -1.5809 0.7393
C -3.8940 -0.9004 2.2686
C -2.8609 -0.2577 3.1548
C -2.7274 1.1274 3.1885
N -1.7812 1.7558 3.8596
C -0.9120 1.0270 4.5383
C -0.9525 -0.3566 4.5876
C -1.9429 -1.0093 3.8744
H -1.9985 -2.0892 3.8684
H -0.2195 -0.9100 5.1543
H -0.1485 1.5847 5.0656
H -3.4176 1.7572 2.6404
H -4.1248 -1.9151 2.6018
H -4.8066 -0.2993 2.2405
H 1.9781 0.7198 0.9627
H 4.1590 1.1372 -0.1329

Computed properties:
- HOMO: -8.73 eV
- Energy above the lowest of the compared OMol25 structures with the same formula, charge and spin: 308.41 kJ/mol
- Calculated total energy: -1599.03254 a.u.
- SMILES: COc1ccc(S(=O)(=O)N(C)CC(=O)NCc2cccnc2)cc1OC
- Kohn-Sham gap: 9.2695 eV

***

# 2
DFT (wB97M-V/def2-TZVPD) results for a single C3H4N2O molecule in a non-equilibrium geometry.

Geometry (Å):
C -0.8808 1.0814 0.0363
C 0.0368 0.0269 0.2061
C 0.6522 -0.9665 -0.7204
H -1.9898 1.0093 0.2872
H -1.0213 1.5372 -1.0487
H -0.4838 1.9592 0.6692
H 0.9007 -1.0545 -1.9036
N 1.2183 -1.7600 -0.0259
N 0.4314 -0.3470 1.3985
O 1.1362 -1.4860 1.1013

Computed properties:
- HOMO: -10.74 eV
- Energy above the lowest of the compared OMol25 structures with the same formula, charge and spin: 486.47 kJ/mol
- Calculated total energy: -301.30194 a.u.
- SMILES: Cc1cnon1
- Kohn-Sham gap: 11.6716 eV

***

# 3
DFT (wB97M-V/def2-TZVPD) results for a single C6H6F2O2 molecule in a non-equilibrium geometry.

Geometry (Å):
C 1.2146 1.2776 -0.7623
C 1.4922 -0.1494 -0.3719
C 0.4140 -0.8478 0.4673
C -1.1023 -0.7539 0.3555
C -2.1963 -1.0200 -0.3177
C -0.4331 -0.1355 1.4877
H -0.0069 2.3991 -1.5901
H 2.4734 -0.1553 0.1535
H 1.5700 -0.7373 -1.3097
H 0.7061 -1.8353 0.8617
H -2.1468 -1.5542 -1.2431
H -3.2254 -0.7078 -0.0669
O 0.1089 1.4437 -1.5116
O 1.9538 2.2101 -0.4791
F -0.3250 1.2157 1.5874
F -0.4971 -0.6496 2.7394

Computed properties:
- HOMO: -10.53 eV
- Energy above the lowest of the compared OMol25 structures with the same formula, charge and spin: 0.00 kJ/mol
- Calculated total energy: -582.38241 a.u.
- SMILES: C=C1[C@@H](CC(=O)O)C1(F)F
- Kohn-Sham gap: 11.1207 eV

***

# 4
DFT (wB97M-V/def2-TZVPD) results for a molecular structure, C8H16BiCl2N2O in a non-equilibrium geometry.

Geometry (Å):
Bi 2.2574 -0.7469 -0.2275
Cl 0.2355 -2.4023 -0.0729
Cl 2.2318 1.5013 1.2596
C 4.1013 -1.8440 -0.0707
H 5.0157 -1.4089 0.3805
H 4.1091 -2.7926 -0.6631
C -0.7784 1.5537 -0.9931
C 0.3104 1.0815 -1.5118
H -0.7594 2.3080 -0.1819
C 0.3958 0.0328 -2.5895
H 1.2401 1.5764 -1.2107
C -0.9048 -0.0270 -3.3584
H 1.2543 0.1759 -3.2427
H 0.5250 -0.9760 -2.1778
C -2.0857 -0.1472 -2.3759
H -1.0456 0.8545 -3.9921
H -0.8945 -0.9028 -4.0116
C -2.1026 0.9228 -1.2626
H -3.0285 -0.1732 -2.9441
H -2.0132 -1.1176 -1.8643
H -2.8837 1.6618 -1.5060
H -2.4029 0.4002 -0.3386
N 0.7941 0.3273 4.1031
C -0.4113 -0.0946 3.5881
N -1.3166 -0.4338 4.6067
O -0.6510 -0.2540 2.4072
H 0.8472 0.5817 5.0707
H 1.4264 0.7708 3.4345
H -2.2656 -0.4847 4.2677
H -1.2003 0.0571 5.4772

Computed properties:
- HOMO (spin up / spin down): -3.45 / -3.46 eV
- Energy above the lowest of the compared OMol25 structures with the same formula, charge and spin: 0.00 kJ/mol
- Total charge: -1
- Calculated total energy: -1634.22029 a.u.
- Kohn-Sham gap (spin up / spin down): 6.5642 / 6.5756 eV

***

# 5
DFT (wB97M-V/def2-TZVPD) results for a molecular structure, C6H8BeO6 in a non-equilibrium geometry.

Geometry (Å):
O -0.0675 -2.7054 -2.8884
C -0.3184 -2.4756 -1.6273
O 0.5595 -2.6769 -0.7824
O -1.5017 -2.0484 -1.3859
C -1.8553 -1.6787 -0.0166
C -1.3817 -0.2878 0.2796
C -0.4472 -0.0357 1.2018
C -0.0108 1.3476 1.5667
Be 1.8749 -2.3286 -0.2873
H -1.4261 -2.4219 0.6638
H -2.9462 -1.7463 -0.0066
H -1.8460 0.5236 -0.2891
H 0.0439 -0.8537 1.7354
H -0.0173 1.4883 2.6515
H -0.6091 2.1368 1.0954
O 1.3950 1.5720 1.2205
C 1.7855 1.8157 0.0403
O 2.8567 1.6454 -0.5275
H 2.2965 2.6479 -1.4406
O 1.1864 2.7863 -0.7807
H 0.4289 3.2956 -0.4225

Computed properties:
- 2S+1: 2
- HOMO (spin up / spin down): -22.40 / -22.40 eV
- Energy above the lowest of the compared OMol25 structures with the same formula, charge and spin: 43.08 kJ/mol
- Total charge: +3
- Calculated total energy: -698.17463 a.u.
- Kohn-Sham gap (spin up / spin down): 5.8268 / 5.7764 eV

***

# 6
DFT (wB97M-V/def2-TZVPD) results for a single C7H13ClO3S molecule.

Geometry (Å):
O 1.5241 2.7506 -0.0701
S 1.9424 1.6184 -0.8329
O 2.5280 1.8071 -2.1195
C 0.5646 0.5138 -0.9934
C 0.0859 -0.0640 0.3472
C -0.9329 -1.1808 0.0904
C -2.3355 -0.7440 -0.3651
C -2.9173 0.4596 0.3680
Cl -2.5726 1.9988 -0.4807
C 1.2867 -0.5838 1.1851
C 2.5939 -0.5461 0.4260
O 2.9656 0.7974 0.0688
H -0.2010 1.1748 -1.4020
H 0.8047 -0.2542 -1.7251
H -0.3669 0.7611 0.8939
H -0.5166 -1.8119 -0.7008
H -1.0317 -1.8166 0.9693
H -2.3634 -0.5520 -1.4366
H -3.0186 -1.5785 -0.1909
H -2.5213 0.5592 1.3753
H -3.9987 0.3961 0.4396
H 1.3823 0.0073 2.0949
H 1.1226 -1.6233 1.4749
H 2.5704 -1.1752 -0.4672
H 3.4052 -0.9137 1.0508

Computed properties:
- HOMO: -10.65 eV
- Energy above the lowest of the compared OMol25 structures with the same formula, charge and spin: 13.37 kJ/mol
- Calculated total energy: -1358.61228 a.u.
- SMILES: O=S1(=O)C[C@@H](CCCCl)CCO1
- Kohn-Sham gap: 11.2515 eV

***

- What is the energy above the lowest of the compared OMol25 structures with the same formula, charge and spin in the sixth record?
  13.37 kJ/mol

***

- Look up the calculated total energy of the fifth one.
  -698.17463 a.u.

***

- Which value of energy above the lowest of the compared OMol25 structures with the same formula, charge and spin does entry 6 give?
  13.37 kJ/mol